[1]
Formula: C35H39N3OPtS2Te
Source: the Open Molecules 2025 dataset
Level of theory: the ωB97M-V functional and the def2-TZVPD basis

Atoms and positions in Å:
Pt: 1.47 0.14 -0.74
C: 2.47 -0.67 2.62
S: 1.02 -0.35 1.58
C: 0.54 1.30 2.12
H: 2.28 -1.54 3.24
H: 2.65 0.21 3.25
H: 3.33 -0.85 1.98
H: 1.32 2.02 1.91
H: 0.32 1.26 3.19
H: -0.37 1.58 1.59
C: 6.61 0.76 0.68
C: 6.05 -0.19 -0.39
C: 4.60 -0.10 -0.49
N: 3.46 -0.02 -0.56
H: 7.70 0.72 0.64
H: 6.30 0.45 1.68
H: 6.30 1.78 0.50
H: 6.31 -1.23 -0.19
H: 6.45 0.05 -1.38
C: -3.64 -0.65 6.51
C: -3.33 -0.79 5.06
C: -3.95 0.03 4.11
C: -3.60 -0.01 2.77
C: -4.30 0.91 1.80
C: -2.65 -0.98 2.39
Te: -2.02 -0.71 0.38
N: -0.47 -0.05 -0.96
C: -1.34 0.17 -1.95
O: -2.58 -0.04 -1.69
C: -0.95 0.67 -3.26
C: 0.29 0.35 -3.82
C: 0.65 0.91 -5.04
C: -0.22 1.77 -5.69
C: -1.46 2.07 -5.14
C: -1.84 1.51 -3.93
C: -1.94 -2.65 -0.34
C: -0.72 -3.24 -0.63
C: -0.70 -4.53 -1.12
C: -1.91 -5.19 -1.34
C: -3.12 -4.57 -1.07
C: -3.17 -3.28 -0.55
C: -4.48 -2.61 -0.25
C: -2.00 -1.85 3.30
C: -1.00 -2.91 2.94
C: -2.39 -1.73 4.63
H: -4.49 0.01 6.69
H: -2.77 -0.24 7.03
H: -3.85 -1.62 6.96
H: -4.71 0.72 4.43
H: -5.06 1.50 2.30
H: -4.79 0.36 1.00
H: -3.60 1.63 1.34
H: 0.94 -0.38 -3.35
H: 1.60 0.64 -5.49
H: 0.06 2.20 -6.64
H: -2.14 2.73 -5.67
H: -2.81 1.72 -3.51
H: 0.22 -2.71 -0.46
H: 0.24 -5.02 -1.34
H: -1.90 -6.20 -1.74
H: -4.04 -5.09 -1.28
H: -5.30 -3.09 -0.80
H: -4.49 -1.56 -0.55
H: -4.72 -2.68 0.81
H: -0.61 -2.82 1.94
H: -1.47 -3.89 3.03
H: -0.17 -2.88 3.64
H: -1.95 -2.40 5.35
S: 0.60 4.58 -1.51
C: 0.41 2.93 -1.20
N: 1.43 2.16 -1.46
C: 2.49 2.91 -2.00
C: 3.70 2.43 -2.49
C: 4.62 3.34 -2.98
C: 4.34 4.72 -3.00
C: 3.13 5.20 -2.57
C: 2.20 4.28 -2.08
H: -0.52 2.55 -0.81
H: 3.90 1.37 -2.53
H: 5.56 2.99 -3.38
H: 5.08 5.40 -3.38
H: 2.89 6.25 -2.62

* ΔE to the lowest compared entry with this formula, charge and spin: 2.951 eV
* orbital gap (alpha / beta): 5.70 / 5.55 eV
* LUMO level (alpha / beta): -10.50 / -10.65 eV
* expectation value of S²: 0.7606
* total charge: +3
* E_tot: -75628.4141 eV
* 2S+1: 2
* max |F|: 1.4 eV/Å

These are the Löwdin partial charges, in e, on atoms 1 to 4:
1. Pt 0.9750
2. C -0.2703
3. S 0.7346
4. C -0.3234

---

[2]
Formula: C35H39N5O7PtSSeSi
Source: the Open Molecules 2025 dataset
Level of theory: the ωB97M-V functional and the def2-TZVPD basis

Atoms and positions in Å:
Pt: -0.21 -0.40 -0.16
N: -2.05 -6.37 2.51
C: -2.38 -5.16 1.86
C: -3.24 -5.15 0.77
C: -3.55 -3.97 0.13
C: -3.01 -2.78 0.59
C: -2.16 -2.78 1.69
C: -1.85 -3.96 2.33
S: -3.32 -1.26 -0.28
O: -4.44 -1.48 -1.15
O: -3.49 -0.24 0.75
N: -1.96 -0.92 -1.13
C: -1.41 -2.09 -1.74
N: -0.12 -2.12 -1.42
C: 0.64 -3.35 -1.65
C: -0.10 -4.24 -2.61
C: -1.39 -3.99 -2.91
N: -2.13 -2.92 -2.45
H: -2.02 -7.15 1.86
H: -1.16 -6.31 2.99
H: -3.65 -6.09 0.40
H: -4.18 -3.95 -0.75
H: -1.70 -1.86 2.04
H: -1.13 -3.94 3.14
H: 1.61 -3.08 -2.11
H: 0.41 -5.10 -3.02
H: -1.92 -4.67 -3.58
C: 3.78 -0.98 -1.41
Si: 2.51 0.27 -1.88
C: 0.95 -4.05 -0.33
C: 1.63 -0.02 -3.49
N: 2.84 1.83 -1.57
C: 3.66 2.37 -0.64
C: 4.97 2.79 -0.93
C: 5.84 3.24 0.05
C: 5.44 3.28 1.38
C: 4.14 2.93 1.71
C: 3.26 2.56 0.71
O: 1.95 2.19 0.95
C: 1.18 2.55 1.91
C: -0.04 1.77 2.03
C: -0.87 2.07 3.18
C: -0.58 3.06 4.06
C: 0.57 3.86 3.82
C: 1.43 3.64 2.79
H: 3.48 -2.00 -1.66
H: 3.99 -0.93 -0.35
H: 4.70 -0.75 -1.96
H: 1.57 -4.93 -0.50
H: 0.01 -4.36 0.13
H: 1.46 -3.38 0.37
H: 1.78 -1.04 -3.83
H: 1.99 0.69 -4.25
H: 0.56 0.11 -3.36
H: 5.31 2.69 -1.96
H: 6.85 3.51 -0.22
H: 6.14 3.56 2.16
H: 3.83 2.87 2.74
H: 0.44 0.76 2.19
H: -1.75 1.45 3.31
H: -1.21 3.26 4.91
H: 0.77 4.70 4.48
H: 2.29 4.27 2.63
O: 2.53 0.34 3.30
Se: 2.09 -0.99 2.47
O: 3.35 -1.93 2.06
O: 1.49 -0.30 1.02
O: 0.88 -1.80 3.18
C: -1.95 3.67 0.80
C: -1.19 2.69 -0.11
C: 0.01 3.46 -0.65
C: -0.85 1.38 0.71
C: -2.11 2.33 -1.29
C: -3.47 2.08 -1.09
C: -4.30 1.73 -2.15
C: -3.79 1.62 -3.43
C: -2.45 1.89 -3.65
C: -1.63 2.25 -2.59
H: -1.27 4.11 1.54
H: -2.77 3.18 1.34
H: -2.37 4.49 0.21
H: 0.54 3.98 0.16
H: -0.33 4.24 -1.33
H: 0.74 2.84 -1.15
H: -1.82 1.08 1.12
H: -3.88 2.11 -0.10
H: -5.33 1.49 -1.95
H: -4.43 1.31 -4.25
H: -2.03 1.80 -4.64
H: -0.58 2.45 -2.79

* ΔE to the lowest compared entry with this formula, charge and spin: 1.581 eV
* orbital gap: 5.34 eV
* LUMO level: 3.60 eV
* total charge: -2
* E_tot: -146014.3614 eV
* max |F|: 0.5 eV/Å

These are the Löwdin partial charges, in e, on atoms 1 to 4:
1. Pt 1.0831
2. N 0.0713
3. C -0.3383
4. C -0.0458

---

[3]
Formula: C35H40AsGe2NNi
Source: the Open Molecules 2025 dataset
Level of theory: the ωB97M-V functional and the def2-TZVPD basis

Atoms and positions in Å:
Ni: 0.41 -0.29 0.90
C: 0.27 -0.44 5.17
C: 1.63 -0.40 5.45
C: 2.55 -0.37 4.42
C: 2.10 -0.38 3.10
N: 0.78 -0.43 2.84
C: -0.11 -0.46 3.84
C: 2.97 -0.33 1.90
C: 4.36 -0.29 1.99
C: 5.13 -0.23 0.84
C: 4.50 -0.21 -0.41
C: 3.12 -0.25 -0.49
C: 2.34 -0.30 0.66
H: -0.48 -0.46 5.95
H: 1.97 -0.39 6.48
H: 3.60 -0.33 4.63
H: -1.16 -0.48 3.56
H: 4.86 -0.31 2.95
H: 6.21 -0.21 0.91
H: 5.11 -0.17 -1.30
H: 2.66 -0.21 -1.48
C: -1.62 -3.51 0.07
As: -0.12 -2.33 -0.22
C: 1.33 -3.59 -0.34
C: -0.38 -1.71 -2.06
C: -0.52 -2.83 -3.06
C: 0.61 -3.40 -3.64
C: 0.48 -4.45 -4.54
C: -0.78 -4.94 -4.87
C: -1.91 -4.36 -4.30
C: -1.78 -3.31 -3.40
H: -1.70 -4.16 -0.80
H: -2.54 -2.96 0.20
H: -1.42 -4.11 0.95
H: 1.09 -4.34 -1.08
H: 1.46 -4.05 0.64
H: 2.25 -3.06 -0.61
H: 0.45 -1.04 -2.30
H: -1.28 -1.09 -2.03
H: 1.59 -3.02 -3.40
H: 1.36 -4.89 -4.99
H: -0.89 -5.75 -5.57
H: -2.90 -4.72 -4.56
H: -2.66 -2.86 -2.97
C: -4.12 3.05 -0.07
Ge: -3.21 1.39 0.33
C: -3.78 0.02 -0.94
C: -3.62 0.74 2.12
Ge: -0.80 1.68 0.24
C: -0.13 2.92 1.57
C: -1.02 3.67 2.33
C: -0.55 4.57 3.28
C: 0.81 4.71 3.50
C: 1.71 3.95 2.76
C: 1.25 3.06 1.81
C: -0.16 2.07 -1.55
C: 1.17 2.39 -1.81
C: 1.60 2.63 -3.11
C: 0.69 2.55 -4.17
C: -0.63 2.23 -3.92
C: -1.05 1.98 -2.62
H: -5.20 2.86 -0.02
H: -3.87 3.40 -1.07
H: -3.88 3.84 0.65
H: -4.83 -0.20 -0.77
H: -3.21 -0.90 -0.78
H: -3.65 0.33 -1.97
H: -4.70 0.67 2.26
H: -3.21 1.39 2.90
H: -3.20 -0.26 2.24
H: -2.09 3.58 2.18
H: -1.26 5.16 3.85
H: 1.17 5.42 4.24
H: 2.77 4.06 2.93
H: 1.96 2.46 1.25
H: 1.89 2.46 -1.00
H: 2.63 2.89 -3.30
H: 1.03 2.74 -5.18
H: -1.34 2.17 -4.74
H: -2.09 1.73 -2.45

* ΔE to the lowest compared entry with this formula, charge and spin: 0.071 eV
* orbital gap (alpha / beta): 7.72 / 6.66 eV
* LUMO level (alpha / beta): -2.48 / -4.61 eV
* expectation value of S²: 3.7608
* total charge: +1
* E_tot: -253341.6922 eV
* 2S+1: 4
* max |F|: 0.9 eV/Å

These are the Löwdin partial charges, in e, on atoms 1 to 4:
1. Ni 0.3000
2. C -0.0377
3. C -0.0289
4. C 0.0126